No. 1
ORCA calculation (ωB97M-V with the def2-TZVPD basis set) on one molecule with the formula C19H17N3O4S at a distorted geometry.

```
44
Properties=species:S:1:pos:R:3:nbo_charge:R:1
S 0.281 -4.801 0.010 0.331
O 0.463 0.342 -5.217 -0.613
O 2.262 -2.834 0.791 -0.542
O 0.772 1.361 5.254 -0.483
O -0.293 -3.342 -2.156 -0.405
N -0.514 -2.235 -0.265 -0.346
N -0.822 -1.402 -1.281 -0.308
N -1.152 -0.129 -3.713 -0.601
C 1.181 -1.820 2.624 -0.211
C 0.294 -0.963 4.698 -0.278
C -0.500 2.159 -4.013 -0.081
C 1.615 0.462 3.274 -0.260
C -0.321 0.725 -4.372 0.651
C 1.774 -0.574 2.388 -0.117
C -0.874 3.910 -2.411 -0.215
C 0.391 -4.035 1.657 -0.631
C -0.941 -1.552 -3.752 -0.284
C -0.500 4.460 -4.717 -0.215
C -0.685 -2.063 -2.381 0.450
C 0.869 0.282 4.445 0.323
C 0.445 -1.995 3.793 -0.156
C -0.747 2.564 -2.704 -0.210
C -0.200 -3.371 -0.810 0.293
C 1.380 -2.871 1.616 0.589
C 0.025 1.259 6.445 -0.254
C -0.360 3.116 -5.013 -0.179
C -0.761 4.857 -3.416 -0.197
H -1.023 1.017 6.241 0.179
H -0.400 5.198 -5.499 0.216
H -0.274 -1.136 5.599 0.214
H -1.707 0.214 -2.944 0.413
H -0.144 2.787 -6.018 0.230
H -0.805 1.836 -1.907 0.220
H 2.347 -0.443 1.483 0.237
H -1.811 -2.071 -4.177 0.218
H 0.084 2.240 6.913 0.204
H 0.449 0.510 7.121 0.178
H 0.001 -2.952 4.024 0.209
H -1.058 4.222 -1.394 0.216
H 0.750 -4.816 2.329 0.256
H 2.058 1.428 3.094 0.228
H -0.078 -1.742 -4.402 0.267
H -0.605 -3.708 1.947 0.251
H -0.866 5.907 -3.182 0.214
```

Values from the calculation:
Relative energy (zero: lowest compared OMol25 entry of this formula, charge and spin), kJ/mol: 132.0
Calculated total energy, hartree: -1597.63563
Lowest unoccupied orbital energy, eV: 0.40
Net charge: 0
Orbital gap, Eh: 0.340
Structure (SMILES): COc1ccc(C(=O)CSc2nnc(CNC(=O)c3ccccc3)o2)cc1

---

No. 2
ORCA calculation (ωB97M-V with the def2-TZVPD basis set) on C2H21HgO9V as an isolated structure at a distorted geometry.

```
34
Properties=species:S:1:pos:R:3:nbo_charge:R:1
Hg -0.014 3.336 -1.099 0.960
V 0.636 0.043 -2.659 1.866
O -3.506 1.271 -0.661 -0.901
O 0.161 -2.017 -2.077 -0.994
O 1.853 3.326 0.373 -1.010
O 2.614 -0.464 -2.123 -0.972
O -0.108 0.834 -0.740 -0.685
O -1.678 -3.090 -0.122 -1.016
O 4.854 -1.173 1.057 -0.913
O -3.699 -1.237 0.451 -0.972
O -2.274 2.730 2.823 -0.880
C -0.021 0.277 0.583 -0.123
C 1.092 -0.714 0.753 -0.645
H -2.251 -3.845 -0.314 0.513
H -0.342 -2.173 -1.243 0.570
H 2.005 -0.221 0.412 0.196
H -3.031 1.930 -0.142 0.470
H -2.291 -2.384 0.178 0.511
H -2.048 1.792 2.796 0.460
H 4.451 -0.353 0.760 0.433
H 4.528 -1.297 1.959 0.488
H -2.022 3.082 1.963 0.429
H 2.661 2.822 0.204 0.514
H 3.088 -1.324 -2.074 0.586
H -3.060 1.249 -1.515 0.463
H -0.204 -2.671 -2.706 0.557
H 1.002 -1.638 0.186 0.226
H 1.915 3.594 1.309 0.546
H -1.030 -0.044 0.886 0.264
H 3.316 0.204 -2.245 0.548
H -3.556 -0.330 0.117 0.491
H -4.320 -1.636 -0.175 0.494
H 1.216 -0.997 1.798 0.299
H 0.064 1.119 1.286 0.227
```

Values from the calculation:
Relative energy (zero: lowest compared OMol25 entry of this formula, charge and spin), kJ/mol: 0.0
Calculated total energy, hartree: -1862.08894
Lowest unoccupied orbital energy (alpha / beta), eV: -15.98 / -14.57
<S²>: 4.04
Net charge: +3
Orbital gap (alpha / beta), Eh: 0.127 / 0.180
2S+1: 4

---

No. 3
ORCA calculation (ωB97M-V with the def2-TZVPD basis set) on one molecule with the formula C3H7N.

```
11
Properties=species:S:1:pos:R:3:nbo_charge:R:1
N -0.269 0.655 -0.115 -0.397
C 0.930 0.427 0.653 -0.262
C -1.335 -0.306 0.094 -0.414
C 0.912 0.128 -0.798 -0.266
H -1.979 -0.286 -0.782 0.201
H 0.863 -0.921 -1.110 0.186
H -1.938 -0.027 0.969 0.200
H 1.421 1.306 1.050 0.202
H 1.386 0.780 -1.550 0.204
H 0.958 -0.425 1.341 0.185
H -0.950 -1.331 0.249 0.162
```

Values from the calculation:
Relative energy (zero: lowest compared OMol25 entry of this formula, charge and spin), kJ/mol: 98.6
Calculated total energy, hartree: -173.20452
Lowest unoccupied orbital energy, eV: 1.29
Net charge: 0
Orbital gap, Eh: 0.386
Structure (SMILES): CN1CC1

---

No. 4
ORCA calculation (ωB97M-V with the def2-TZVPD basis set) on a 2-piece molecular cluster, C3H4O3 overall.

```
10
Properties=species:S:1:pos:R:3:nbo_charge:R:1
O -0.568 0.271 1.196 -0.441
O 1.997 -1.389 -0.271 -0.485
O -0.211 -1.039 -0.626 -0.490
C -1.206 -0.331 0.016 0.199
C 0.976 -0.885 0.072 0.616
C 0.692 0.017 1.307 0.229
H 0.938 1.864 -1.133 -0.001
H -2.005 -0.983 0.375 0.187
H -1.583 0.490 -0.596 0.186
H 1.044 2.033 -0.415 0.001
```

Values from the calculation:
Relative energy (zero: lowest compared OMol25 entry of this formula, charge and spin), kJ/mol: 409.7
Calculated total energy, hartree: -342.29987
Lowest unoccupied orbital energy, eV: -0.71
Net charge: 0
Orbital gap, Eh: 0.335

---

No. 5
ORCA calculation (ωB97M-V with the def2-TZVPD basis set) on a 5-piece molecular cluster, H11NO4 overall at a distorted geometry.

```
16
Properties=species:S:1:pos:R:3:nbo_charge:R:1
O 1.574 0.091 2.558 -0.972
O -0.964 -1.873 1.260 -1.045
O 0.659 -1.561 -1.276 -1.254
O -4.217 1.719 -0.604 -1.027
N 2.190 1.202 -0.806 -1.289
H -1.537 -2.551 0.877 0.445
H 1.170 -0.787 -0.942 0.472
H 0.898 0.278 3.217 0.457
H 2.418 1.340 -1.791 0.313
H 3.002 0.844 -0.308 0.350
H -0.389 -1.603 0.557 0.487
H 2.022 2.146 -0.444 0.347
H 0.469 -1.279 -2.195 0.352
H 1.151 -0.609 1.996 0.478
H -4.618 1.804 -1.477 0.449
H -3.826 0.840 -0.622 0.434
```

Values from the calculation:
Relative energy (zero: lowest compared OMol25 entry of this formula, charge and spin), kJ/mol: 26.1
Calculated total energy, hartree: -362.27185
Lowest unoccupied orbital energy (alpha / beta), eV: 3.70 / 3.73
<S²>: 0.75
Net charge: -1
Orbital gap (alpha / beta), Eh: 0.102 / 0.391
2S+1: 2

---

No. 6
ORCA calculation (ωB97M-V with the def2-TZVPD basis set) on C3H6N2O2 as an isolated structure at a distorted geometry.

```
13
Properties=species:S:1:pos:R:3:nbo_charge:R:1
O 1.150 2.001 -0.425 -0.479
O -0.180 -1.237 2.117 -0.607
N -1.052 1.073 0.354 -0.729
N 0.532 -1.255 -0.001 -0.647
C 0.280 1.109 -0.302 0.386
C 0.489 -0.226 -1.092 -0.280
C -0.461 -0.984 0.944 0.485
H 0.143 1.006 0.847 0.440
H -1.534 -0.972 0.568 0.162
H 1.389 -1.669 0.264 0.410
H -0.390 -0.433 -1.713 0.207
H -1.729 1.767 0.197 0.416
H 1.363 -0.180 -1.760 0.235
```

Values from the calculation:
Relative energy (zero: lowest compared OMol25 entry of this formula, charge and spin), kJ/mol: 682.7
Calculated total energy, hartree: -377.69933
Lowest unoccupied orbital energy, eV: -1.18
Net charge: 0
Orbital gap, Eh: 0.309

---

No. 7
ORCA calculation (ωB97M-V with the def2-TZVPD basis set) on C39H52Br2FNNb as an isolated structure at a distorted geometry.

```
96
Properties=species:S:1:pos:R:3:lowdin_charge:R:1
Nb -1.672 3.440 -1.029 1.446
Br 1.127 1.256 -0.219 0.523
Br -0.053 4.367 2.876 0.656
F -0.838 2.468 -2.417 -0.556
N -2.420 0.820 -0.700 -0.209
C 3.686 3.236 3.018 -0.094
C -1.126 -4.837 1.527 -0.096
C -0.224 -5.246 5.815 -0.097
C -3.507 4.039 1.611 -0.173
C 2.062 -0.060 -6.298 -0.092
C -1.713 -3.429 7.295 -0.098
C 2.874 0.834 -6.985 -0.106
C 2.116 -3.830 -6.457 -0.107
C -0.717 -6.003 -0.539 -0.098
C -1.254 -3.083 6.032 -0.088
C -0.666 -3.599 -0.480 -0.094
C 1.294 0.384 -5.231 -0.078
C -1.007 -6.028 0.820 -0.099
C 4.515 2.482 2.198 -0.084
C -1.429 -4.684 7.818 -0.103
C 5.118 2.778 4.895 -0.108
C 3.172 -4.278 -5.675 -0.097
C -0.911 1.587 2.480 -0.162
C -0.507 -3.991 5.294 -0.100
C 2.916 2.167 -6.597 -0.109
C 2.076 -3.433 -3.709 -0.086
C 1.332 1.717 -4.840 -0.069
C 1.039 -3.183 -5.865 -0.122
C -4.961 5.136 -0.942 -0.158
C -2.770 4.712 0.426 -0.545
C -3.731 5.732 -0.236 -0.351
C 1.019 -2.987 -4.491 -0.112
C -0.686 -5.593 7.077 -0.103
C 5.647 1.878 2.728 -0.101
C 0.106 2.832 0.441 -0.813
C 2.148 2.606 -5.527 -0.090
C -0.954 -3.624 0.877 -0.086
C 3.153 -4.078 -4.301 -0.090
C 0.081 2.623 1.956 -0.888
C -3.299 1.922 -0.991 -0.376
C -2.977 -0.407 -0.145 -0.121
C -0.550 -4.786 -1.186 -0.095
C 3.984 3.381 4.366 -0.090
C 5.951 2.028 4.075 -0.111
H 0.217 -2.828 -6.475 0.110
H -2.636 -0.558 0.887 0.058
H -1.044 -2.692 1.423 0.097
H 3.327 3.962 5.000 0.100
H 3.473 0.491 -7.820 0.093
H -0.536 -2.650 -0.986 0.097
H 2.182 3.644 -5.223 0.102
H -0.621 -6.929 -1.092 0.098
H -2.294 -2.721 7.872 0.099
H -0.330 -4.752 -2.246 0.090
H 3.979 -4.420 -3.691 0.100
H -2.647 -1.261 -0.743 0.065
H 2.059 -3.272 -2.638 0.103
H -3.171 6.378 -0.917 0.074
H -1.361 -4.854 2.584 0.084
H 6.835 1.557 4.487 0.093
H 2.133 -3.982 -7.529 0.101
H -0.467 -6.573 7.484 0.097
H -3.793 1.883 -1.973 0.036
H 4.267 2.360 1.151 0.095
H -1.932 0.603 -1.559 0.069
H -2.806 4.062 -2.296 -0.072
H -1.731 1.449 1.774 0.034
H -5.878 5.669 -0.667 0.056
H 5.351 2.891 5.947 0.094
H 3.550 2.865 -7.131 0.093
H -0.143 -3.718 4.312 0.093
H -4.101 6.389 0.571 0.087
H -1.787 -4.953 8.804 0.097
H -3.147 4.418 2.574 0.039
H -1.959 5.342 0.830 0.027
H -4.131 2.058 -0.297 0.042
H -5.089 4.079 -0.694 0.041
H -1.476 -2.106 5.622 0.103
H 1.079 2.321 2.284 0.013
H -4.861 5.178 -2.029 0.043
H -1.318 1.872 3.452 0.059
H 0.180 -2.480 -4.030 0.100
H 6.292 1.286 2.090 0.096
H -3.409 2.949 1.646 0.028
H -1.141 -6.975 1.329 0.097
H 4.012 -4.782 -6.137 0.097
H -4.073 -0.402 -0.138 0.077
H 2.802 3.708 2.608 0.059
H 2.030 -1.103 -6.592 0.069
H 0.728 2.046 -4.004 0.077
H 0.662 -0.312 -4.692 0.083
H 0.357 -5.953 5.235 0.100
H 0.832 3.641 0.269 -0.014
H -0.934 5.018 -1.585 -0.072
H -4.580 4.264 1.572 0.061
H -0.390 0.634 2.609 0.065
```

Values from the calculation:
Calculated total energy, hartree: -6876.81650
Lowest unoccupied orbital energy, eV: 2.24
Net charge: -1
Orbital gap, Eh: 0.261

---

No. 8
ORCA calculation (ωB97M-V with the def2-TZVPD basis set) on a 2-piece molecular cluster, C15H15NO4S2 overall at a distorted geometry.

```
37
Properties=species:S:1:pos:R:3:nbo_charge:R:1
S -3.781 0.470 2.555 0.269
S -1.494 -1.713 -3.186 -0.036
O 3.867 -1.360 -3.771 -0.640
O 5.026 -1.059 -1.847 -0.494
O -4.503 -2.337 1.289 -0.692
O 3.147 -0.011 -2.099 -0.494
N -1.950 1.950 0.605 -0.663
C -2.366 0.630 0.150 0.148
C -1.829 0.187 -1.148 -0.217
C -0.517 1.922 4.803 -0.204
C 6.022 -1.953 -2.345 -0.256
C -0.198 2.569 2.363 -0.204
C 1.995 0.295 -2.884 -0.255
C -2.225 1.293 3.077 -0.170
C 0.286 2.563 3.758 -0.222
C -3.659 -1.568 0.491 0.291
C -2.224 -1.168 -1.584 -0.155
C 4.000 -0.861 -2.683 0.978
C -3.129 -2.024 -0.806 -0.259
C -3.259 -0.241 0.948 -0.217
C -1.470 1.939 1.977 0.131
C -1.786 1.278 4.461 -0.230
H -2.741 2.598 0.494 0.391
H -5.422 -2.234 0.976 0.491
H 1.379 0.988 -2.314 0.193
H 0.436 3.045 1.570 0.230
H -3.384 -3.037 -1.193 0.244
H -1.163 0.848 -1.754 0.245
H 1.264 3.036 3.996 0.227
H 6.469 -1.560 -3.259 0.193
H -0.325 -2.325 -2.766 0.142
H 2.283 0.777 -3.819 0.193
H -2.366 0.772 5.263 0.235
H 1.412 -0.605 -3.079 0.192
H -0.193 1.873 5.866 0.225
H 5.598 -2.943 -2.518 0.192
H 6.798 -2.035 -1.586 0.196
```

Values from the calculation:
Relative energy (zero: lowest compared OMol25 entry of this formula, charge and spin), kJ/mol: 292.0
Calculated total energy, hartree: -1732.60545
Lowest unoccupied orbital energy, eV: 0.37
Net charge: 0
Orbital gap, Eh: 0.321
Structure (SMILES): Oc1cc(S)cc2c1Sc1ccccc1N2.COC(=O)OC

---

net charge of number 1 (C19H17N3O4S)? 0

---

Copy entry 2 word for word.
ORCA calculation (ωB97M-V with the def2-TZVPD basis set) on C2H21HgO9V as an isolated structure at a distorted geometry.

```
34
Properties=species:S:1:pos:R:3:nbo_charge:R:1
Hg -0.014 3.336 -1.099 0.960
V 0.636 0.043 -2.659 1.866
O -3.506 1.271 -0.661 -0.901
O 0.161 -2.017 -2.077 -0.994
O 1.853 3.326 0.373 -1.010
O 2.614 -0.464 -2.123 -0.972
O -0.108 0.834 -0.740 -0.685
O -1.678 -3.090 -0.122 -1.016
O 4.854 -1.173 1.057 -0.913
O -3.699 -1.237 0.451 -0.972
O -2.274 2.730 2.823 -0.880
C -0.021 0.277 0.583 -0.123
C 1.092 -0.714 0.753 -0.645
H -2.251 -3.845 -0.314 0.513
H -0.342 -2.173 -1.243 0.570
H 2.005 -0.221 0.412 0.196
H -3.031 1.930 -0.142 0.470
H -2.291 -2.384 0.178 0.511
H -2.048 1.792 2.796 0.460
H 4.451 -0.353 0.760 0.433
H 4.528 -1.297 1.959 0.488
H -2.022 3.082 1.963 0.429
H 2.661 2.822 0.204 0.514
H 3.088 -1.324 -2.074 0.586
H -3.060 1.249 -1.515 0.463
H -0.204 -2.671 -2.706 0.557
H 1.002 -1.638 0.186 0.226
H 1.915 3.594 1.309 0.546
H -1.030 -0.044 0.886 0.264
H 3.316 0.204 -2.245 0.548
H -3.556 -0.330 0.117 0.491
H -4.320 -1.636 -0.175 0.494
H 1.216 -0.997 1.798 0.299
H 0.064 1.119 1.286 0.227
```

Values from the calculation:
Relative energy (zero: lowest compared OMol25 entry of this formula, charge and spin), kJ/mol: 0.0
Calculated total energy, hartree: -1862.08894
Lowest unoccupied orbital energy (alpha / beta), eV: -15.98 / -14.57
<S²>: 4.04
Net charge: +3
Orbital gap (alpha / beta), Eh: 0.127 / 0.180
2S+1: 4

---

Which formula does entry 6 have? C3H6N2O2